(1)
Entry from the Open Molecules 2025 dataset: a molecular structure, C12H21N5O6P2SV (ωB97M-V with the def2-TZVPD basis set).

```
48
Properties=species:S:1:pos:R:3:forces:R:3
V -0.9829 0.9177 0.9021 -0.4 -0.2 -0.3
C -3.1986 -1.2760 -4.3150 0.0 0.0 0.0
C -1.7681 -0.8856 -3.9828 0.1 0.0 0.0
N -1.6863 0.3287 -3.1741 0.0 0.0 0.0
C -1.8692 0.3425 -1.8541 0.0 -0.1 -0.2
S -1.7603 1.9325 -1.0679 0.0 0.1 0.2
N -2.1487 -0.7783 -1.2255 0.0 0.2 0.2
N -2.2384 -0.4980 0.1144 0.1 -0.1 -0.1
C -3.0991 -1.0956 0.8489 0.0 0.1 0.2
C -3.9628 -2.2028 0.3573 0.0 0.0 -0.1
C -3.2462 -0.4554 2.1811 0.0 0.0 -0.1
C -4.0854 -0.9106 3.1799 0.0 0.0 0.0
C -4.2040 -0.1705 4.3498 0.0 -0.1 0.0
C -3.4839 1.0004 4.4926 0.0 0.0 0.0
C -2.6522 1.3899 3.4559 0.0 0.0 0.0
N -2.5452 0.6910 2.3305 -0.1 0.1 0.0
H -3.2056 -2.1857 -4.9156 0.0 0.0 0.0
H -3.6970 -0.4897 -4.8821 0.0 0.0 0.0
H -3.7659 -1.4643 -3.4045 0.0 0.0 0.0
H -1.1950 -0.6967 -4.8898 0.0 0.0 0.0
H -1.2656 -1.6807 -3.4327 0.0 0.0 0.0
H -1.5130 1.2127 -3.6208 0.0 0.0 0.0
H -4.7036 -1.8099 -0.3427 0.0 0.0 0.0
H -4.4812 -2.7103 1.1645 0.0 0.0 0.0
H -3.3534 -2.9193 -0.1915 0.0 0.0 0.0
H -4.6389 -1.8274 3.0494 0.0 0.0 0.0
H -4.8588 -0.5119 5.1402 0.0 0.0 0.0
H -3.5574 1.6056 5.3841 0.0 0.0 0.0
H -2.0457 2.2836 3.5270 0.0 0.0 0.0
N 3.1356 1.4620 3.2224 0.0 0.0 0.0
C 2.2931 0.6156 2.2933 0.1 0.0 0.1
C 3.2006 -0.4090 1.6124 0.0 0.0 0.0
P 0.9595 -0.2484 3.2400 0.1 0.0 0.0
O 0.5709 0.9245 4.3040 0.0 0.0 0.0
O 1.4843 -1.4176 3.9508 0.0 0.0 0.0
O -0.1518 -0.3582 2.2140 0.0 0.0 0.2
P 1.6316 1.7535 1.0219 0.0 0.1 0.1
O 0.3207 2.4417 1.8256 0.1 0.0 -0.1
O 2.6422 2.7800 0.7413 0.1 0.0 0.0
O 0.8872 0.8873 0.0369 0.0 0.0 0.1
H 3.7992 0.8830 3.7408 0.0 0.0 0.0
H 2.5312 1.9413 3.8965 0.0 0.0 0.0
H 3.6390 2.1599 2.6567 0.0 0.0 0.0
H 3.6219 -1.0846 2.3579 0.0 0.0 0.0
H 3.9948 0.0810 1.0457 0.0 0.0 0.0
H 2.6082 -1.0060 0.9213 0.0 0.0 0.0
H 0.5498 0.5372 5.1908 0.0 0.0 0.0
H 0.2826 3.3940 1.6509 0.0 0.0 0.0
```
Forces are in eV/Å.

Output
lowest unoccupied orbital energy (spin up / spin down): -4.01 / -3.70 eV
multiplicity: 3
largest force on an atom: 0.5 eV Å⁻¹
E_HOMO (spin up / spin down): -11.16 / -11.19 eV
total energy: -87623.6188 eV
charge: +1
⟨S²⟩: 2.019

Here are the Löwdin charges for atoms 1 to 8, given in e:
1 V 0.789
2 C -0.081
3 C -0.228
4 N -0.004
5 C -0.735
6 S 0.698
7 N 0.056
8 N -0.119



(2)
Entry from the Open Molecules 2025 dataset: C12H21N7O3 in the gas phase (ωB97M-V with the def2-TZVPD basis set).

```
43
Properties=species:S:1:pos:R:3:forces:R:3
H 3.5329 0.6138 2.5186 1.0 0.9 -0.4
N 3.7438 1.4759 1.9535 0.2 -2.0 -0.9
C 3.8524 1.0687 0.6939 -1.1 0.5 3.8
N 4.0508 1.9702 -0.2881 -2.0 3.1 -2.0
N 3.5102 -0.1658 0.2507 -0.9 -2.5 2.0
C 3.9550 -0.8047 -1.0029 1.2 -1.2 -0.5
C 2.8962 -1.8357 -1.3905 -2.9 -0.8 0.4
C 1.3915 -1.1639 -1.3315 -0.9 0.8 0.8
C 0.6535 -1.0094 0.0853 -0.2 0.1 -1.7
N -0.8115 -1.1346 -0.3581 -0.4 0.2 2.7
C -1.7857 -1.6810 0.5555 0.3 1.3 -3.2
O -1.4498 -2.4235 1.4060 0.6 -1.5 2.6
C -3.3211 -1.5352 0.2219 0.0 -1.5 -1.7
N -4.1738 -1.4684 1.4268 3.8 0.9 1.9
C -3.6497 -0.3816 -0.8396 -1.0 -7.4 -1.6
C -3.3973 0.9419 -0.5628 -1.6 3.5 2.9
C -4.1309 1.8179 0.3231 2.7 -0.4 -2.1
N -3.3642 2.9735 0.2062 2.2 -1.1 -1.9
C -2.2694 2.7643 -0.6659 0.2 -1.1 -0.7
N -2.2903 1.4869 -1.1261 -0.6 2.9 1.3
C 1.1342 0.3458 0.7656 -1.0 2.6 -1.8
O 1.2837 1.4486 0.1783 -1.2 -3.2 1.6
O 1.3205 0.1642 2.0694 0.8 1.0 1.3
H 3.1958 1.8068 -0.8514 0.9 -0.3 -0.7
H 3.7043 2.9413 -0.0084 1.6 -1.6 0.5
H 3.0754 -0.8244 1.0708 2.0 1.9 -2.9
H 4.8685 -1.4430 -0.6028 -1.0 1.6 -1.9
H 4.0682 -0.0880 -1.9696 0.3 -1.4 2.9
H 2.8270 -2.6079 -0.5454 0.2 0.8 -1.1
H 2.9896 -2.5048 -2.3671 0.2 2.0 1.9
H 0.6675 -1.8209 -1.8309 0.6 0.1 -0.2
H 1.0737 -0.0699 -1.6327 1.8 -1.9 -0.6
H 0.8668 -1.8096 0.7795 -0.2 -0.3 0.2
H -1.1963 -0.3422 -0.8421 0.3 0.6 -0.4
H -3.5925 -2.6324 -0.2329 0.8 2.7 0.5
H -3.5382 -2.1258 2.0957 -2.1 1.9 -1.4
H -3.8996 -0.4647 1.7647 -0.9 -2.1 -0.1
H -4.6248 -0.7789 -1.1768 -0.3 1.3 0.4
H -3.0982 -0.6459 -1.7617 0.2 0.1 0.5
H -4.9861 1.7040 1.0067 0.6 0.1 -0.7
H -3.5313 3.8652 0.5559 -0.6 1.4 0.9
H -1.4132 3.4594 -1.0901 -2.4 -1.0 1.6
H 1.8624 0.9141 2.5494 -1.5 -1.1 -1.9
```
Forces are in eV/Å.

Output
lowest unoccupied orbital energy: 0.63 eV
multiplicity: 1
largest force on an atom: 7.6 eV Å⁻¹
E_HOMO: -8.69 eV
energy above the lowest of the compared OMol25 structures with the same formula, charge and spin: 135.06 kcal/mol
total energy: -29354.0177 eV
charge: 0
structure (SMILES): [H]/N=C(/N)NCCC[C@H](NC(=O)[C@@H](N)Cc1c[nH]cn1)C(=O)O

Here are the natural (NBO) charges for atoms 1 to 8, given in e:
1 H 0.300
2 N -0.804
3 C 0.612
4 N -0.826
5 N -0.669
6 C -0.239
7 C -0.418
8 C -0.432



(3)
Entry from the Open Molecules 2025 dataset: a molecular structure, C12H21O3PbS8Si (ωB97M-V with the def2-TZVPD basis set).

```
46
Properties=species:S:1:pos:R:3:forces:R:3
Pb -1.3720 0.0668 -0.4368 -0.5 -0.6 0.2
O -3.6464 6.6454 0.6621 0.1 -0.2 0.0
C -3.3048 5.5022 0.4744 0.0 0.2 0.0
S -3.0380 4.8024 -1.1214 0.0 0.0 -0.1
C -2.6064 3.1866 -0.5816 0.0 0.0 -0.4
C -2.5816 2.9775 0.7363 0.1 -0.2 0.4
S -2.1807 1.5024 1.5841 -0.1 -0.2 0.0
S -3.0062 4.3376 1.7646 0.0 0.0 0.0
S -2.2761 2.0391 -1.8593 0.1 -0.2 -0.1
S -1.6098 -2.1024 1.3441 0.3 1.1 0.1
S -1.5385 -3.7974 0.2627 -0.4 -0.5 -0.4
S -0.5591 -3.3028 -1.4954 0.5 -0.1 0.3
S -1.6318 -1.8304 -2.3068 -0.3 0.8 0.1
C 1.1335 0.1194 2.8267 -0.2 0.0 0.2
Si 2.3124 -0.0358 1.4035 -0.1 0.0 -0.2
C 3.2881 1.5818 1.2385 0.0 0.1 -0.2
C 4.3245 1.7756 2.3489 0.0 0.0 0.0
C 3.9843 1.6267 -0.1313 -0.1 0.0 0.0
C 2.2780 2.7467 1.3020 0.1 0.0 0.0
C 3.2686 -1.6706 1.5356 0.2 0.0 0.1
C 2.2319 -2.8057 1.6087 0.0 0.0 0.0
C 4.1339 -1.7173 2.8054 -0.1 0.0 0.0
C 4.1622 -1.8989 0.3089 0.0 0.0 0.0
H 1.6498 0.2505 3.7844 0.0 0.0 -0.1
H 0.5033 -0.7706 2.8947 0.0 0.0 0.0
H 0.4712 0.9766 2.6770 0.0 0.0 0.0
H 5.1316 1.0419 2.2867 0.0 0.1 0.0
H 3.8751 1.6999 3.3446 0.0 0.0 0.0
H 4.7762 2.7718 2.2631 0.0 0.0 0.0
H 4.7761 0.8788 -0.2120 0.0 0.0 0.0
H 4.4378 2.6141 -0.2863 0.0 0.0 0.0
H 3.2700 1.4511 -0.9398 0.0 0.0 0.0
H 1.8619 2.8628 2.3067 0.0 0.0 0.0
H 1.4482 2.6006 0.6100 0.0 0.0 0.0
H 2.7848 3.6830 1.0353 0.0 0.0 0.1
H 1.6207 -2.7386 2.5124 0.0 0.0 -0.1
H 2.7489 -3.7740 1.6216 0.0 0.0 0.0
H 1.5553 -2.7912 0.7504 0.0 0.0 0.1
H 3.5388 -1.5302 3.7061 0.0 0.0 -0.1
H 4.9398 -0.9800 2.7798 0.0 -0.1 0.0
H 4.5938 -2.7085 2.9091 0.0 0.0 0.0
H 3.5967 -1.7967 -0.6197 0.0 0.0 0.0
H 4.5894 -2.9095 0.3414 0.0 0.0 0.0
H 4.9928 -1.1894 0.2786 0.0 0.0 0.0
O 1.5110 -0.3469 -0.0511 -0.1 0.0 0.0
O 0.6316 0.7264 -0.4761 0.4 -0.1 0.2
```
Forces are in eV/Å.

Output
lowest unoccupied orbital energy: 0.66 eV
multiplicity: 1
largest force on an atom: 1.2 eV Å⁻¹
E_HOMO: -5.02 eV
energy above the lowest of the compared OMol25 structures with the same formula, charge and spin: 3.54 kcal/mol
total energy: -118737.9350 eV
charge: -1

Here are the natural (NBO) charges for atoms 1 to 8, given in e:
1 Pb 1.298
2 O -0.586
3 C 0.180
4 S 0.335
5 C -0.407
6 C -0.406
7 S -0.168
8 S 0.336